(1)
{"formula": "C19H38Br2O7", "method": "ωB97M-V/def2-TZVPD", "total_energy_ha": -6421.0395, "homo_energy_ev": -8.50, "relative_energy_kcal_mol": 275.5, "orbital_gap_ha": 0.3314, "symbols": ["C", "C", "O", "C", "H", "H", "H", "H", "H", "H", "C", "C", "O", "C", "H", "H", "H", "H", "H", "H", "C", "C", "O", "C", "H", "H", "H", "H", "H", "H", "O", "C", "O", "C", "C", "C", "H", "H", "H", "H", "H", "H", "H", "H", "O", "C", "O", "C", "C", "C", "H", "H", "H", "H", "H", "H", "H", "H", "Br", "C", "C", "Br", "H", "H", "H", "H"], "positions_angstrom": [[0.845, -0.850, 3.479], [0.748, -2.293, 2.875], [-0.140, -2.574, 2.124], [1.751, -3.401, 3.321], [-0.131, -0.850, 3.965], [0.675, -0.175, 2.639], [1.691, -0.697, 4.149], [1.703, -4.230, 2.614], [1.646, -3.819, 4.322], [2.761, -3.014, 3.189], [0.026, 0.319, -0.074], [1.297, -0.191, 0.552], [1.915, -1.158, 0.084], [1.814, 0.752, 1.670], [-0.779, 0.569, 0.617], [-0.315, -0.466, -0.749], [0.210, 1.214, -0.668], [2.256, 1.648, 1.234], [2.619, 0.357, 2.289], [1.128, 1.035, 2.468], [-3.271, 1.019, -2.612], [-2.470, 0.712, -1.380], [-2.151, 1.569, -0.601], [-2.072, -0.727, -1.078], [-3.817, 1.957, -2.509], [-3.993, 0.254, -2.899], [-2.711, 1.253, -3.517], [-1.180, -1.111, -1.573], [-2.910, -1.253, -1.536], [-1.833, -0.998, -0.050], [1.863, 2.042, -0.792], [1.906, 3.267, -0.918], [0.936, 4.099, -0.520], [-0.209, 3.739, 0.131], [0.014, 3.587, 1.601], [2.933, 3.861, -1.868], [-0.580, 2.755, -0.156], [-1.002, 4.369, -0.273], [0.450, 4.488, 2.031], [0.704, 2.764, 1.786], [-0.810, 3.281, 2.245], [2.947, 4.941, -2.009], [2.872, 3.404, -2.856], [3.929, 3.525, -1.578], [-0.874, -2.017, -2.395], [-0.209, -3.010, -2.544], [1.063, -3.007, -2.897], [1.718, -1.944, -3.602], [1.902, -0.812, -2.612], [-0.707, -4.320, -1.898], [1.192, -1.788, -4.544], [2.691, -2.289, -3.953], [0.962, -0.274, -2.491], [2.622, -0.067, -2.950], [2.163, -1.243, -1.646], [0.110, -4.926, -1.506], [-1.146, -4.986, -2.642], [-1.401, -3.981, -1.130], [-0.699, 1.001, 2.799], [-2.130, 0.146, 1.715], [-3.273, -0.146, 2.554], [-4.600, -1.408, 1.828], [-1.675, -0.822, 1.502], [-2.393, 0.713, 0.822], [-3.671, 0.793, 2.939], [-2.907, -0.587, 3.481]]}


(2)
{"formula": "C19H38CoO3P", "method": "ωB97M-V/def2-TZVPD", "multiplicity": 5, "total_charge": 2, "total_energy_ha": -2695.9798, "homo_energy_ev": [-15.81, -16.14], "relative_energy_kcal_mol": 7.0, "orbital_gap_ha": [0.3833, 0.2603], "s2": 6.01, "symbols": ["C", "H", "H", "H", "C", "H", "H", "C", "H", "H", "H", "C", "C", "C", "C", "C", "C", "C", "C", "C", "C", "Co", "H", "H", "H", "H", "H", "H", "H", "H", "H", "H", "H", "H", "H", "H", "H", "C", "C", "O", "P", "O", "C", "C", "O", "C", "C", "H", "H", "H", "H", "H", "H", "H", "H", "H", "H", "H", "H", "H", "H", "H"], "positions_angstrom": [[-0.293, -1.052, -2.917], [-1.155, -1.077, -3.598], [0.441, -0.338, -3.311], [-0.621, -0.658, -1.949], [0.311, -2.431, -2.737], [1.131, -2.372, -2.009], [-0.438, -3.105, -2.303], [0.832, -3.000, -4.048], [1.266, -3.988, -3.883], [0.019, -3.094, -4.776], [1.601, -2.347, -4.473], [1.686, 0.795, 1.876], [2.583, -0.130, 1.236], [2.851, 0.343, -0.084], [2.141, 1.582, -0.274], [1.421, 1.871, 0.941], [0.588, 3.062, 1.227], [2.126, 2.386, -1.527], [3.763, -0.275, -1.088], [3.233, -1.280, 1.929], [1.151, 0.685, 3.267], [0.794, 0.130, 0.239], [1.260, 3.051, -1.547], [3.033, 2.991, -1.606], [2.066, 1.742, -2.410], [0.223, 3.521, 0.305], [-0.287, 2.804, 1.838], [1.174, 3.805, 1.778], [1.068, -0.354, 3.584], [1.788, 1.212, 3.974], [0.149, 1.108, 3.324], [3.617, -1.994, 1.203], [4.073, -0.931, 2.540], [2.541, -1.797, 2.604], [3.306, -0.262, -2.081], [4.708, 0.275, -1.152], [3.981, -1.310, -0.826], [-0.759, -2.537, 2.048], [-1.262, -2.276, 0.667], [-0.843, -0.971, 0.108], [-2.073, 0.276, 0.192], [-1.750, 0.907, 1.719], [-2.978, 1.140, 2.530], [-3.710, -0.153, 2.794], [-1.320, 1.450, -0.750], [-2.278, 2.321, -1.469], [-3.154, 1.504, -2.386], [0.335, -2.600, 2.101], [-1.141, -3.490, 2.402], [-1.095, -1.785, 2.778], [-0.904, -2.981, -0.068], [-2.344, -2.252, 0.646], [-2.705, 1.665, 3.460], [-3.588, 1.798, 1.903], [-3.185, -0.800, 3.502], [-4.677, 0.099, 3.230], [-3.910, -0.707, 1.871], [-2.876, 2.778, -0.677], [-1.723, 3.105, -2.005], [-3.644, 0.682, -1.856], [-3.943, 2.151, -2.766], [-2.603, 1.108, -3.240]]}


(3)
{"formula": "C19H39Br12NO4", "method": "ωB97M-V/def2-TZVPD", "total_energy_ha": -31990.6103, "homo_energy_ev": -7.03, "relative_energy_kcal_mol": 319.7, "orbital_gap_ha": 0.2528, "symbols": ["C", "C", "O", "C", "O", "O", "C", "H", "H", "H", "H", "H", "H", "H", "H", "C", "O", "N", "C", "C", "H", "H", "H", "H", "H", "H", "H", "Br", "C", "C", "Br", "H", "H", "H", "H", "Br", "C", "C", "Br", "H", "H", "H", "H", "Br", "C", "C", "Br", "H", "H", "H", "H", "Br", "C", "C", "Br", "H", "H", "H", "H", "Br", "C", "C", "Br", "H", "H", "H", "H", "Br", "C", "C", "Br", "H", "H", "H", "H"], "positions_angstrom": [[21.056, -0.878, 3.006], [19.701, -0.985, 2.211], [18.859, 0.069, 2.563], [19.004, 1.324, 2.197], [19.917, 1.792, 1.527], [18.023, 2.073, 2.749], [17.996, 3.518, 2.641], [20.915, -0.406, 3.979], [21.752, -0.261, 2.438], [21.579, -1.829, 3.102], [19.151, -1.900, 2.429], [19.832, -0.962, 1.129], [18.917, 3.804, 3.150], [17.143, 3.840, 3.239], [17.948, 3.921, 1.630], [18.484, -0.712, 5.380], [19.181, -0.902, 6.417], [17.621, -1.578, 4.917], [16.911, -1.318, 3.634], [17.379, -2.808, 5.668], [18.597, 0.115, 4.663], [15.877, -1.648, 3.742], [17.307, -1.727, 2.704], [16.873, -0.246, 3.444], [18.187, -3.064, 6.354], [16.458, -2.678, 6.236], [17.243, -3.659, 5.001], [17.620, -1.525, 0.910], [16.489, -0.083, 0.258], [15.061, -0.450, 0.698], [14.567, -2.220, 0.022], [16.531, -0.115, -0.831], [16.794, 0.879, 0.671], [14.328, 0.157, 0.167], [14.955, -0.544, 1.779], [21.444, 0.718, 9.034], [21.445, -1.174, 8.779], [20.137, -1.711, 8.343], [20.155, -3.698, 8.230], [21.749, -1.565, 9.750], [22.232, -1.399, 8.059], [19.962, -1.211, 7.390], [19.420, -1.418, 9.110], [22.421, -0.317, 6.268], [20.930, 0.896, 6.107], [21.141, 1.732, 4.883], [19.701, 3.198, 4.720], [21.033, 1.563, 6.963], [19.978, 0.387, 6.259], [21.207, 1.274, 3.896], [22.151, 2.136, 4.950], [14.506, -1.345, 6.221], [15.462, -2.176, 7.814], [14.458, -2.082, 8.943], [15.176, -3.262, 10.427], [16.379, -1.622, 8.015], [15.818, -3.167, 7.531], [13.421, -2.368, 8.768], [14.383, -1.090, 9.388], [18.535, -3.760, 2.391], [16.580, -3.846, 2.364], [16.132, -4.789, 1.279], [16.785, -4.096, -0.439], [16.247, -2.809, 2.308], [16.182, -4.306, 3.269], [15.075, -5.050, 1.228], [16.683, -5.728, 1.321], [20.086, -5.114, 6.577], [18.501, -5.783, 5.706], [18.724, -5.886, 4.188], [17.001, -6.477, 3.260], [17.758, -5.041, 6.000], [18.155, -6.688, 6.204], [19.510, -6.617, 4.002], [18.879, -4.874, 3.813]]}